Here is the ion C17H21O5 with charge -1 from OMol25. Energies are from wB97M-V/def2-TZVPD.

Summary:
* lowest unoccupied orbital energy: 2.95 eV
* SMILES string: CCOC(=O)C(C)(C/C=C(\[O-])c1ccccc1)C(=O)OCC
* HOMO: -2.0 eV
* calculated total energy: -1036.491562 hartree
* net charge: -1
* energy relative to the best compared isomer or geometry (same formula, charge and spin): 0.00 kcal/mol

Geometry as XYZ:
```
43
Properties=species:S:1:pos:R:3:forces:R:3:mulliken_charge:R:1
C 0.969419 -4.203465 0.444997 0.44 -1.04 -0.28 0.224
O 2.191242 -0.186817 2.592089 0.66 0.38 1.06 -0.145
C 1.659826 -5.185227 -0.315483 -0.21 0.82 -0.07 -0.566
H 2.100092 -7.231216 -0.548556 0.15 -0.41 -0.17 0.352
C 4.108324 -1.400393 3.407244 -0.80 0.86 0.68 -1.182
H -2.396375 -0.378293 4.778215 -0.12 0.16 0.38 0.331
H 0.779566 -7.963826 1.423908 -0.17 -0.49 0.08 0.378
C 0.885729 -2.828558 -0.075422 -0.29 4.94 1.57 -0.069
O -2.040806 0.412173 2.921606 -0.66 -1.38 1.13 -0.287
H 0.951721 0.564379 0.531655 0.39 -2.04 -2.08 0.150
C 0.092656 0.700698 1.925936 -3.11 -1.41 3.07 2.180
H -0.514875 2.667299 2.881668 -0.13 -1.41 -1.09 0.268
H 3.632597 -1.955948 4.204224 0.29 -0.64 0.16 0.307
O 1.074305 -2.625546 -1.292124 -0.14 -0.47 -1.04 -0.816
C 0.292868 -4.599260 1.590799 0.22 -0.40 -0.08 -0.386
H 0.736610 -1.990738 1.886682 0.09 -0.13 0.41 0.436
H 3.958192 -1.926178 2.481703 0.08 -0.12 -0.46 0.294
H -0.153303 -3.814348 2.191121 -0.23 -0.23 0.01 0.446
H -2.900189 -1.380722 3.484971 -0.12 -0.26 -0.29 0.306
C 1.339564 0.798250 2.824830 1.34 0.66 0.04 0.180
H -0.335488 -6.242316 2.809081 -0.13 -0.06 0.22 0.366
H -1.485630 2.119681 1.407121 0.54 0.08 0.31 0.408
C -2.895125 -0.351112 3.816436 0.74 -0.27 -0.65 -0.222
C 0.642187 -1.696397 0.871719 0.19 -4.01 -0.89 0.062
C 0.213797 -5.953431 1.927854 -0.10 0.23 0.10 -0.474
H -0.250993 -0.291840 -0.419359 -1.08 0.69 1.08 0.348
H 3.136261 0.313631 4.444710 0.20 -0.49 -1.17 0.339
O 1.605139 1.665805 3.671864 -1.53 -0.97 -1.67 -0.709
H -4.950564 -0.429351 4.259053 -0.36 -0.33 0.16 0.401
C -4.248560 0.265418 3.828786 0.01 0.10 0.46 -1.255
C 0.806441 -6.931981 1.145843 0.62 1.04 -0.32 -0.608
H 0.176606 2.767102 1.310891 -0.05 -0.13 -0.36 0.454
H -4.581998 0.514566 2.831383 -0.04 0.17 -0.22 0.318
H 5.161251 -1.218119 3.612632 0.05 -0.26 0.06 0.381
C -0.809278 -0.127926 2.863900 1.42 0.50 -0.83 -0.181
H 4.015580 0.705291 2.892505 -0.52 -0.33 0.59 0.271
C 3.380836 -0.057628 3.411195 0.92 0.40 -0.56 -0.334
C -0.489705 2.113959 1.883728 0.00 1.27 -0.68 -1.870
O -0.406185 -1.171884 3.329684 -1.56 0.68 1.04 -0.630
H -4.228187 1.128241 4.479491 -0.21 0.52 -0.11 0.304
C 1.568444 -6.512981 0.046316 -0.12 -0.13 0.14 -0.236
C 0.123460 -0.382855 0.621887 3.99 4.08 -0.55 -0.858
H 2.248919 -4.868837 -1.204783 -0.66 -0.18 0.79 0.320
```
Positions in Å, forces in eV/Å.